Entry from OMol25: one molecule with the formula C6H12O (ωB97M-V with the def2-TZVPD basis set).

The geometry in XYZ format:
```
19
C6H12O (ωB97M-V with the def2-TZVPD basis set)
O -0.377 0.378 -3.029
C -0.090 -0.383 2.993
C -0.845 0.202 1.797
C -0.770 0.284 -0.688
C 1.555 0.044 -1.584
C -0.586 -0.524 0.537
C 0.080 -0.245 -1.840
H 1.859 -0.376 -0.618
H 0.985 -0.198 2.890
H -0.077 -1.333 -1.883
H 0.166 0.050 -3.756
H -1.831 0.101 -0.945
H 1.727 1.126 -1.571
H -0.237 -1.466 3.030
H -0.418 0.059 3.939
H -1.928 -0.003 1.925
H -0.751 1.302 1.749
H -0.657 1.379 -0.588
H 2.193 -0.399 -2.358
```

Orbital gap in eV: 8.430
HOMO level in eV: -8.3
Electronic energy in Ha: -310.92147

Results of the Löwdin charge analysis, in e, for atoms 1 through 5: atom 1 (O): -0.047, atom 2 (C): -0.127, atom 3 (C): -0.319, atom 4 (C): -0.223, atom 5 (C): -0.052

=====

Entry from OMol25: a 8-piece molecular cluster, C46H49N4 overall at a distorted geometry (ωB97M-V with the def2-TZVPD basis set).

The geometry in XYZ format:
```
99
C46H49N4 (ωB97M-V with the def2-TZVPD basis set)
N -0.536 2.701 -3.149
N 0.068 3.890 -2.899
N -2.728 1.913 -3.083
N -2.217 4.332 -2.519
C 5.537 -2.479 2.237
C 6.148 -4.914 0.085
C 3.598 2.507 0.026
C 5.851 -5.064 10.299
C -4.859 4.861 -6.043
C 4.074 -4.192 8.925
C 6.238 -4.632 7.960
C 2.188 0.836 1.040
C 4.914 -4.786 -1.981
C 1.529 3.967 -3.030
C 5.051 -4.453 -0.637
C 7.584 -3.136 4.003
C 4.429 1.179 1.857
C -4.341 3.784 -5.330
C 4.925 -4.189 7.825
C 6.368 -3.809 4.066
C 4.621 2.182 0.912
C -9.804 5.115 -2.033
C -1.936 2.985 -2.920
C 6.700 -5.070 9.197
C -6.163 0.522 -1.465
C -4.842 2.503 -5.542
C 6.968 -6.041 -1.882
C -5.883 4.659 -6.961
C 4.537 -4.627 10.163
C 6.754 -1.808 2.172
C -7.402 -0.105 -1.391
C 2.317 2.896 -3.502
C -8.782 5.311 -1.111
C -5.148 0.164 -0.583
C -10.314 3.838 -2.246
C -8.270 4.231 -0.398
C 5.343 -3.478 3.186
C 2.382 1.836 0.091
C -0.880 4.903 -2.524
C 3.213 0.505 1.920
C 7.776 -2.133 3.058
C -6.607 -1.456 0.439
C 7.104 -5.711 -0.537
C -6.389 3.379 -7.169
C -9.796 2.756 -1.540
C -5.369 -0.827 0.368
C -5.865 2.301 -6.463
C -8.776 2.953 -0.615
C -7.625 -1.092 -0.437
C 5.874 -5.576 -2.605
H -8.193 0.176 -2.077
H 3.875 -4.626 11.021
H 8.383 -3.393 4.691
H 4.566 -3.843 6.862
H 2.014 4.971 -2.775
H -11.114 3.685 -2.962
H 3.049 -3.854 8.819
H -8.592 -1.579 -0.378
H -3.547 3.945 -4.611
H 5.769 -5.831 -3.654
H 3.750 3.285 -0.715
H -8.384 6.307 -0.946
H -0.168 1.788 -3.425
H 4.739 -2.223 1.548
H 4.057 -4.428 -2.543
H -7.190 3.222 -7.882
H 3.064 -0.278 2.656
H 6.213 -5.401 11.264
H -6.780 -2.230 1.179
H -5.988 1.291 -2.212
H -4.437 1.662 -4.990
H -10.205 5.957 -2.587
H 3.428 2.944 -3.245
H 7.723 -5.417 9.302
H -4.183 0.659 -0.636
H 5.228 0.923 2.545
H -10.189 1.759 -1.711
H -4.464 5.858 -5.882
H 8.722 -1.606 3.011
H -6.254 1.303 -6.631
H 1.583 2.092 -0.598
H -6.289 5.498 -7.515
H 4.304 -3.835 -0.151
H 6.901 -4.634 7.101
H -4.577 -1.109 1.052
H 4.393 -4.000 3.239
H -2.333 0.998 -3.342
H 1.238 0.315 1.092
H -7.477 4.385 0.325
H 5.567 2.710 0.866
H 6.220 -4.592 4.802
H -0.627 5.984 -2.274
H 6.906 -1.031 1.430
H -8.375 2.110 -0.062
H 7.715 -6.660 -2.367
H 1.918 2.047 -4.157
H 6.258 -4.652 1.130
H -3.733 1.997 -2.869
H 7.956 -6.076 0.027
```

Orbital gap in eV: 6.120
HOMO level in eV: -10.4
Electronic energy in Ha: -2000.90730
Charge: +1

Results of the Löwdin charge analysis, in e, for atoms 1 through 5: atom 1 (N): 0.136, atom 2 (N): -0.104, atom 3 (N): 0.186, atom 4 (N): 0.141, atom 5 (C): -0.133

=====

Entry from OMol25: a 7-piece molecular cluster, C30H54N9O17S overall at a distorted geometry (ωB97M-V with the def2-TZVPD basis set).

The geometry in XYZ format:
```
111
C30H54N9O17S (ωB97M-V with the def2-TZVPD basis set)
S -11.388 -1.131 -0.492
O -14.067 -2.501 -0.415
O 5.773 -4.618 -3.055
O -8.365 2.588 2.347
O 8.642 -3.468 2.980
O -13.696 4.011 0.385
O 8.119 -5.595 3.220
O 2.754 -0.328 -4.373
O -14.518 3.743 -1.641
O 3.676 -2.204 -5.068
O -4.463 2.767 -0.684
O 8.103 -1.860 7.706
O 6.786 -1.357 6.013
O 7.392 -5.906 -2.297
O -1.067 2.336 0.310
O 5.334 3.144 2.614
O 6.524 4.487 1.335
O -8.845 0.289 1.825
N -9.264 0.842 -1.019
N 5.945 4.195 2.388
N -14.337 -3.280 -2.761
N -14.479 3.507 -0.428
N 8.255 -4.439 3.640
N -13.125 -2.606 -2.572
N 3.237 -1.062 -5.244
N 6.333 -5.710 -2.906
N 7.090 -1.352 7.212
C 5.678 -6.900 -3.512
C 0.312 1.960 -0.043
C -12.856 -2.068 -1.184
C 2.373 0.373 -1.327
C 6.992 -1.327 1.310
C -14.966 -3.228 -1.364
C 3.131 2.512 0.357
C 3.583 1.279 -0.623
C 5.228 -0.777 -0.751
C 5.168 0.846 -0.935
C -10.611 1.479 -1.284
C 0.766 0.721 -1.017
C 5.985 5.197 3.487
C -8.507 1.505 1.334
C 7.920 -4.201 5.070
C 3.292 -0.517 -6.627
C 6.155 -0.673 8.149
C -8.318 1.783 -0.288
C -11.792 0.700 -0.441
C 6.682 -1.397 -0.332
C 6.586 -3.035 -0.659
C 1.525 2.863 0.653
C -15.466 2.525 0.096
C -1.899 2.596 -0.876
C -6.766 1.512 -0.815
C 6.142 1.710 0.056
C -3.351 1.803 -0.639
C 5.428 1.353 -2.507
C -5.628 2.307 0.093
C 7.952 -0.856 -1.243
H 5.313 -0.273 7.580
H -6.665 1.824 -1.949
H -8.591 2.931 -0.450
H 6.472 4.727 4.344
H 2.268 -0.294 -6.934
H 6.378 -7.333 -4.229
H 8.085 -3.147 5.300
H 2.580 -0.549 -2.030
H 8.671 -0.163 -0.591
H -0.044 0.032 -1.516
H 3.737 -1.266 -7.284
H 7.643 -0.367 1.594
H -12.834 0.922 -0.942
H 4.955 5.474 3.718
H -15.292 1.577 -0.416
H -10.815 1.395 -2.436
H -3.287 1.314 0.422
H 3.904 0.387 -6.601
H 8.630 -1.793 -1.539
H 4.674 2.228 -2.808
H 3.910 3.183 0.915
H 7.131 -3.694 0.139
H 6.553 6.068 3.152
H -11.754 1.082 0.670
H 7.604 -2.248 1.699
H 4.423 -1.201 0.014
H -10.676 2.621 -1.007
H 1.289 3.782 1.377
H -6.561 0.364 -0.712
H 6.556 1.699 -2.635
H -3.419 0.975 -1.491
H -15.318 2.415 1.172
H 6.871 -4.468 5.211
H -6.173 3.293 0.487
H -16.033 -3.690 -1.129
H 4.935 -1.266 -1.800
H 5.255 0.498 -3.287
H 8.575 -4.834 5.672
H 5.814 -1.417 8.871
H 5.970 -1.195 1.898
H -5.367 1.639 1.021
H 5.894 2.878 0.069
H 6.089 1.326 1.171
H 7.072 -3.310 -1.705
H 5.451 -3.334 -0.728
H 7.298 1.660 -0.236
H -8.823 0.449 -1.881
H 4.761 -6.581 -4.013
H -1.392 2.268 -1.889
H 5.453 -7.599 -2.704
H 7.641 -0.323 -2.237
H -2.145 3.753 -0.992
H 6.706 0.133 8.638
H -16.464 2.915 -0.118
```

Orbital gap in eV: 4.622
HOMO level in eV: -4.1
Electronic energy in Ha: -3344.23364
Charge: -1

Results of the Löwdin charge analysis, in e, for atoms 1 through 5: atom 1 (S): 0.887, atom 2 (O): -0.144, atom 3 (O): 0.037, atom 4 (O): -0.311, atom 5 (O): 0.030

=====

Entry from OMol25: a 5-piece molecular cluster, C5H17NO5 overall at a distorted geometry (ωB97M-V with the def2-TZVPD basis set).

The geometry in XYZ format:
```
28
C5H17NO5 (ωB97M-V with the def2-TZVPD basis set)
O -2.376 0.096 1.945
O -1.986 1.416 -0.383
O -0.833 -2.291 -2.648
O -1.997 -2.618 1.603
O 0.056 -2.896 -0.136
N 0.247 1.179 -0.574
C 2.023 1.663 0.955
C 2.628 1.288 -0.419
C -0.989 1.295 -1.102
C 1.458 1.185 -1.406
C 0.524 1.351 0.847
H 3.357 2.035 -0.737
H -2.156 0.545 1.086
H 0.410 -2.010 -0.131
H -1.070 1.331 -2.181
H -1.604 -2.827 -2.864
H -0.509 -2.587 -1.767
H -3.304 0.277 2.094
H 2.156 2.727 1.147
H -0.091 2.148 1.278
H 3.144 0.325 -0.378
H -0.705 -2.904 0.490
H 1.571 0.256 -1.972
H 0.255 0.434 1.390
H 2.521 1.107 1.750
H 1.407 2.035 -2.092
H -2.192 -1.644 1.688
H -1.945 -2.916 2.514
```

Orbital gap in eV: 10.356
HOMO level in eV: -9.8
Electronic energy in Ha: -631.69552
SMILES string: O=CN1CCCC1.O.O.O.O

Results of the Löwdin charge analysis, in e, for atoms 1 through 5: atom 1 (O): -0.076, atom 2 (O): -0.018, atom 3 (O): -0.100, atom 4 (O): -0.072, atom 5 (O): -0.065

=====

Entry from OMol25: C2H3ClFI as an isolated structure at a distorted geometry (ωB97M-V with the def2-TZVPD basis set).

The geometry in XYZ format:
```
8
C2H3ClFI (ωB97M-V with the def2-TZVPD basis set)
I 3.240 -0.396 0.112
Cl 1.715 2.441 0.466
F 1.568 0.916 -1.830
C 0.179 0.057 -0.081
C 1.511 0.696 -0.505
H -0.386 -0.595 -0.752
H -0.539 0.732 0.192
H 0.252 -0.388 0.938
```

Orbital gap (alpha / beta) in eV: 6.726 / 6.651
HOMO level (alpha / beta) in eV: -6.1 / -10.5
2S+1: 3
Electronic energy in Ha: -935.57946

Results of the Löwdin charge analysis, in e, for atoms 1 through 5: atom 1 (I): 0.955, atom 2 (Cl): 0.335, atom 3 (F): -0.091, atom 4 (C): -0.177, atom 5 (C): -1.207

=====

Entry from OMol25: a 2-piece molecular cluster, C4H11N2O3 overall at a distorted geometry (ωB97M-V with the def2-TZVPD basis set).

The geometry in XYZ format:
```
20
C4H11N2O3 (ωB97M-V with the def2-TZVPD basis set)
O 1.589 -0.249 1.913
O 3.022 -0.125 -1.526
O 0.166 -1.202 -2.666
N -0.527 -1.108 -0.508
N -1.138 0.543 -2.107
C -1.356 -0.417 0.422
C -0.594 0.658 1.231
C 0.249 0.067 2.343
C -0.485 -0.652 -1.740
H -1.226 1.444 1.648
H -1.606 1.065 -1.384
H -1.821 -1.085 1.161
H 1.527 -0.702 1.059
H -0.627 1.088 -2.774
H 2.560 -0.980 -1.567
H -2.252 0.085 0.009
H -0.007 1.274 0.538
H -0.195 -0.863 2.720
H 2.305 0.389 -1.928
H 0.418 0.771 3.158
```

Orbital gap in eV: 7.481
HOMO level in eV: -3.6
Electronic energy in Ha: -494.28653
Charge: -1

Results of the Löwdin charge analysis, in e, for atoms 1 through 5: atom 1 (O): -0.108, atom 2 (O): -0.092, atom 3 (O): -0.128, atom 4 (N): 0.013, atom 5 (N): 0.095